(1)
C11H12SSi | the ωB97M-V functional and the def2-TZVPD basis

The energy is -1113.8406 a.u. As for the SMILES: CSC1=C2C=CC=C2C2=C1[Si]2(C)C. Its lowest unoccupied orbital energy is -1.02 eV. The total charge is 0. As for the gap between HOMO and LUMO: 6.7 eV. The value obtained for the HOMO energy is -0.285 Eh.

Geometry (Å):
C: 2.0901 -2.9494 0.7742
S: 0.5892 -2.6156 1.7299
C: 0.1658 -1.0012 1.0962
C: 0.9287 0.1137 1.5826
C: 2.0982 0.4682 2.1255
C: 2.3428 1.8567 1.9263
C: 1.3072 2.4178 1.2471
C: 0.3672 1.3192 0.9727
C: -0.5972 1.0563 0.0866
C: -0.7705 -0.6259 0.2230
Si: -1.6035 0.2198 -1.2017
C: -0.6416 0.3131 -2.9251
C: -3.5188 0.6128 -1.2077
H: 2.0420 -3.9852 0.3997
H: 3.1795 -2.8346 1.1283
H: 1.8561 -2.4415 -0.1494
H: 2.6899 -0.2473 2.6725
H: 3.2398 2.4041 1.9234
H: 1.1288 3.4021 0.9623
H: -0.6247 1.3833 -3.1705
H: 0.4241 0.0967 -2.9822
H: -1.1344 -0.1828 -3.7843
H: -3.9238 -0.3835 -0.9801
H: -3.5608 1.1607 -0.2217
H: -3.7628 1.1077 -2.1624

---

(2)
C28H47CrN2O4S2SbSi3 | the ωB97M-V functional and the def2-TZVPD basis

The energy is -4455.1488 a.u. Its lowest unoccupied orbital energy (alpha / beta) is 2.57 / 2.55 eV. The energy above the lowest of the compared OMol25 structures with the same formula, charge and spin comes out at 138.22 kJ/mol. The total charge is -1. As for the gap between HOMO and LUMO (alpha / beta): 6.4 / 6.2 eV. The value obtained for the HOMO energy (alpha / beta) is -0.141 / -0.135 Eh. Its spin multiplicity is 2.

Geometry (Å):
Cr: -0.2195 1.0232 0.1640
C: -0.7862 4.0039 1.4253
C: 0.1019 2.8068 1.6210
N: -0.3399 1.6100 2.1209
N: 0.4356 0.9456 3.1147
C: 0.8176 -0.2450 2.7764
S: 0.6359 -1.0354 1.2619
S: 1.5093 -1.0611 4.1963
C: 2.6283 -2.2790 3.4555
C: 4.0329 -1.7753 3.2680
C: 4.3349 -0.8419 2.2770
C: 5.6307 -0.3734 2.1338
C: 6.6431 -0.8260 2.9710
C: 6.3497 -1.7515 3.9600
C: 5.0503 -2.2193 4.1051
C: 1.5574 3.0302 1.5929
C: 2.1781 4.0341 2.3351
C: 3.5478 4.2174 2.2834
C: 4.3067 3.3902 1.4506
C: 3.7135 2.4115 0.6850
C: 2.3159 2.2142 0.7265
O: 1.7234 1.3471 -0.0296
H: -1.6248 4.0330 2.1161
H: -1.1576 4.0342 0.3985
H: -0.1815 4.8969 1.5782
H: 2.1779 -2.5907 2.5123
H: 2.6213 -3.1302 4.1370
H: 3.5481 -0.4755 1.6256
H: 5.8478 0.3596 1.3675
H: 7.6534 -0.4534 2.8553
H: 7.1291 -2.1079 4.6225
H: 4.8211 -2.9396 4.8829
H: 1.5770 4.6582 2.9876
H: 4.0218 4.9817 2.8851
H: 5.3816 3.5242 1.3969
H: 4.2949 1.7891 0.0148
O: -0.5982 2.3690 -1.0095
O: -1.7951 2.3078 -1.7075
C: -4.9946 0.8852 -1.3749
Si: -3.8264 0.1468 -2.6368
C: -3.5258 1.3967 -3.9896
C: -4.6703 -1.3653 -3.3781
Sb: -1.6180 -0.5211 -1.5647
Si: 0.0823 -0.3898 -3.4677
C: 1.7149 -0.9375 -2.7308
C: 0.2639 1.3618 -4.0798
C: -0.4053 -1.5346 -4.8806
Si: -1.6616 -3.0502 -1.1330
C: -2.6143 -4.0758 -2.3973
C: -2.4667 -3.2844 0.5437
C: 0.0860 -3.7410 -1.1152
H: -5.9645 1.0643 -1.8491
H: -4.5977 1.8345 -1.0156
H: -5.1513 0.2248 -0.5201
H: -4.4720 1.8699 -4.2700
H: -3.1020 0.9305 -4.8824
H: -2.8357 2.1567 -3.6190
H: -5.5432 -1.0536 -3.9592
H: -5.0111 -2.0544 -2.6024
H: -3.9999 -1.9139 -4.0414
H: 1.9077 -0.4024 -1.7964
H: 2.5259 -0.6998 -3.4265
H: 1.7447 -2.0082 -2.5263
H: 0.4469 2.0244 -3.2327
H: -0.6323 1.7176 -4.5862
H: 1.1062 1.4170 -4.7767
H: -0.5471 -2.5590 -4.5306
H: 0.3716 -1.5443 -5.6506
H: -1.3373 -1.2055 -5.3462
H: -3.6926 -3.9370 -2.3132
H: -2.3957 -5.1352 -2.2307
H: -2.3246 -3.8310 -3.4208
H: -3.4995 -2.9269 0.5277
H: -1.9279 -2.7092 1.2997
H: -2.4733 -4.3392 0.8336
H: 0.4587 -3.8643 -2.1353
H: 0.0761 -4.7271 -0.6404
H: 0.7846 -3.1105 -0.5658
C: -2.5090 0.1912 3.6784
O: -1.9441 -0.0944 2.4085
C: -1.6050 1.0213 1.6650
C: -2.7937 1.9057 1.3546
H: -3.5013 0.6442 3.5884
H: -1.8527 0.8490 4.2563
H: -2.5986 -0.7626 4.1953
H: -3.1186 2.5297 2.1921
H: -3.5997 1.2096 1.1208
H: -2.6404 2.5144 0.4639

---

(3)
C4H8NO | the ωB97M-V functional and the def2-TZVPD basis

The energy is -286.8230 a.u. As for the SMILES: C/C=C1\O[C@H]1[NH3+]. Its lowest unoccupied orbital energy is -3.70 eV. The energy above the lowest of the compared OMol25 structures with the same formula, charge and spin comes out at 313.82 kJ/mol. The total charge is +1. As for the gap between HOMO and LUMO: 10.1 eV. The value obtained for the HOMO energy is -0.507 Eh.

Geometry (Å):
C: 2.3684 0.4386 -0.6308
C: 0.9128 0.6529 -0.6745
C: 0.0206 -0.3103 -0.5005
O: -0.2428 -1.6023 -0.0202
C: -1.3980 -0.8689 -0.2906
N: -2.1377 -0.3537 0.9626
H: 2.6129 -0.3726 -1.2677
H: 2.5029 0.0173 0.3605
H: 3.1060 1.2409 -0.7875
H: 0.6706 1.4440 -1.3279
H: -2.2167 -1.3004 -0.9640
H: -2.9769 -0.8236 1.0028
H: -2.2779 0.6058 1.1296
H: -1.4841 -0.6291 1.6171

---

> Among the records above, which one has the lowest total charge?

C28H47CrN2O4S2SbSi3